--- 1 ---
Computed, not measured: a molecular structure, C15H18IKN3O2P, with ωB97M-V/def2-TZVPD.

Geometry as ORCA input:
```
! wB97M-V def2-TZVPD RIJCOSX def2/J DEFGRID3
* xyz 0 1
K -1.08936 -1.44978 -1.18725
O -3.27968 -1.21024 -2.99657
C -3.92092 -0.60915 -2.13418
C -5.36456 -0.14884 -2.30691
C -5.67695 0.51420 -0.97039
C -4.37083 0.36652 -0.19812
O -4.21953 0.77644 0.95619
N -3.42390 -0.27758 -0.91133
H -5.98918 -1.01322 -2.53091
H -5.42523 0.52460 -3.16162
H -6.47620 0.02770 -0.41128
H -5.93089 1.57103 -1.04499
I 1.05086 0.52175 5.09832
C -0.10643 0.17265 3.43080
C -1.38314 0.63444 3.18579
N -1.73825 0.16839 1.98248
N -0.77764 -0.58745 1.42919
C 0.22144 -0.59262 2.30416
H -2.04193 1.25155 3.77226
H -2.64994 0.33847 1.50803
H 1.13375 -1.13044 2.10067
C 3.46989 -0.41179 -2.90768
P 2.01221 -0.24127 -1.80571
C 1.64648 1.54087 -2.01184
C 2.81370 -0.30209 -0.16378
C 2.95554 0.80045 0.67381
C 3.53372 0.66501 1.92964
C 3.98397 -0.57175 2.36211
C 3.85030 -1.68032 1.53496
C 3.26078 -1.54604 0.28808
H 4.22601 0.34345 -2.68912
H 3.14856 -0.31407 -3.94519
H 3.91044 -1.40048 -2.78309
H 2.52788 2.16924 -1.87221
H 0.87005 1.85170 -1.31169
H 1.26257 1.69436 -3.02096
H 2.60623 1.77515 0.36069
H 3.61852 1.52813 2.57700
H 4.42359 -0.67570 3.34527
H 4.19522 -2.65113 1.86713
H 3.14287 -2.42214 -0.34178
*
```

For the HOMO energy, the calculation gives -8.600 eV.


--- 2 ---
Computed, not measured: a molecular structure, C15H18IKN3O2P, with ωB97M-V/def2-TZVPD.

Geometry as ORCA input:
```
! wB97M-V def2-TZVPD RIJCOSX def2/J DEFGRID3
* xyz 0 1
K -1.42501 1.07445 -0.56483
O -4.18325 -0.10042 0.65328
C -3.67012 0.46883 1.61001
C -4.13392 0.29998 3.05051
C -3.07551 1.03832 3.84902
C -2.18846 1.65436 2.77238
O -1.19354 2.32011 3.02977
N -2.61056 1.33566 1.51313
H -4.23849 -0.76063 3.27834
H -5.13063 0.73729 3.13315
H -2.46080 0.38946 4.47539
H -3.45831 1.82082 4.50391
I 2.84577 1.90263 -5.88969
C 1.12853 1.47297 -4.89893
C 0.07993 0.69225 -5.32627
N -0.82744 0.69335 -4.33496
N -0.44446 1.42979 -3.27633
C 0.74336 1.90698 -3.61870
H -0.09178 0.14999 -6.23962
H -1.71882 0.22952 -4.31866
H 1.28850 2.53850 -2.93571
C 0.50567 -3.38045 0.10332
P 0.34358 -1.64458 -0.43243
C 1.29335 -1.70515 -2.00137
C 1.48458 -0.72017 0.65722
C 2.87817 -0.79127 0.58105
C 3.67086 -0.03840 1.42944
C 3.08153 0.80447 2.36805
C 1.70354 0.88881 2.46592
C 0.91750 0.11937 1.61260
H 1.54554 -3.71758 0.10306
H -0.06993 -4.02505 -0.56175
H 0.10531 -3.50086 1.10976
H 2.25704 -2.20945 -1.90088
H 1.47791 -0.70321 -2.39258
H 0.71433 -2.24385 -2.75410
H 3.34933 -1.43693 -0.15017
H 4.74868 -0.10302 1.36052
H 3.70589 1.39496 3.02680
H 1.21010 1.54051 3.17332
H -0.15798 0.17762 1.73703
*
```

For the HOMO energy, the calculation gives -8.276 eV.


Quick ranking, most stable first: 1, 2.